# 1
Here is C28H44BrN3P2Sn as an isolated structure from the OMol25 dataset. Energies are from ωB97M-V with the def2-TZVPD basis set.

The relative energy (zero: lowest compared OMol25 entry of this formula, charge and spin) is 0.0972 eV. The value obtained for the gap between HOMO and LUMO (spin up / spin down) is 3.298 / 3.415 eV. Its HOMO energy (spin up / spin down) is -18.6 / -18.6 eV.

Structure (ORCA input):
```
! wB97M-V def2-TZVPD RIJCOSX def2/J DEFGRID3
* xyz 4 1
N -3.3220 -5.6721 -2.6728
C -2.4887 -5.7607 -1.6353
C -1.7007 -4.6867 -1.2146
C -1.8932 -3.4170 -1.8194
C -2.6650 -3.3842 -3.0133
C -3.3944 -4.5304 -3.3657
C -1.3711 -2.2275 -1.1390
Sn -0.7885 0.1083 -0.3440
P -0.9579 2.0064 1.0458
C -2.2196 -1.4613 -0.2208
C -2.1719 -1.8105 1.2573
C -3.2312 -1.4640 2.1161
C -3.0942 -1.6035 3.4879
C -1.8845 -2.0990 4.0129
C -0.8428 -2.4946 3.1607
C -0.9839 -2.3351 1.7801
Br -1.7041 -2.3004 5.8138
H -0.2612 -2.1772 -1.1616
H -3.2034 -1.1199 -0.5689
H -0.9877 -4.8318 -0.3990
H -2.7070 -2.4896 -3.6375
H -2.4595 -6.7133 -1.1006
H -4.0771 -4.5181 -4.2232
H -4.1801 -1.1297 1.6896
H -0.1796 -2.6284 1.1107
H -3.9029 -1.3074 4.1504
H 0.0915 -2.8772 3.5569
P 1.0624 0.9427 -2.0657
C -1.4557 1.6550 2.7687
C -2.0077 2.8698 3.5146
H -0.5870 1.2286 3.2976
H -2.2033 0.8503 2.7249
H -2.3219 2.5787 4.5248
H -1.2520 3.6542 3.6435
H -2.8789 3.3064 3.0100
C -2.0605 3.3072 0.3523
C -1.7919 4.7800 0.6811
H -3.0849 3.0487 0.6590
H -2.0307 3.1643 -0.7386
H -2.5368 5.4142 0.1802
H -1.8897 4.9899 1.7514
H -0.8065 5.1263 0.3500
C 0.7207 2.7733 1.1216
C 0.9830 3.7302 2.2811
H 0.8761 3.2882 0.1584
H 1.4433 1.9417 1.1526
H 2.0206 4.0860 2.2354
H 0.3455 4.6199 2.2280
H 0.8521 3.2533 3.2597
C 2.6831 1.4083 -1.3285
C 3.8313 1.5125 -2.3291
H 2.9254 0.6742 -0.5396
H 2.5277 2.3752 -0.8310
H 4.3707 0.5632 -2.4265
H 3.5132 1.8258 -3.3305
H 4.5474 2.2668 -1.9679
C 0.7299 2.2841 -3.2640
C -0.6289 2.2010 -3.9613
H 1.5603 2.2813 -3.9879
H 0.8130 3.2235 -2.6963
H -0.5864 1.4957 -4.8002
H -1.4322 1.9037 -3.2751
H -0.8899 3.1912 -4.3575
C 1.4800 -0.4993 -3.1078
C 2.2543 -1.5519 -2.3123
H 2.0485 -0.1291 -3.9785
H 0.5333 -0.9163 -3.4924
H 1.7351 -2.5188 -2.3492
H 3.2607 -1.6800 -2.7378
H 2.3738 -1.3024 -1.2410
N 4.6346 -1.4676 0.5545
C 5.1440 -2.0753 1.6516
C 4.0881 -2.1931 2.5461
C 2.9738 -1.6205 1.8973
N 3.3140 -1.1602 0.6735
H 5.1230 -1.2355 -0.3062
H 6.1781 -2.3762 1.7241
H 4.1132 -2.6294 3.5286
H 1.9657 -1.5346 2.2875
*
```

Mulliken atomic charges, in units of e: -0.38, -0.51, -0.32, -0.25, -0.37, -0.46, -0.62, 1.16, 0.68, 0.12, 0.52, -0.79, -0.51, -0.16, -0.92, -0.13, 0.04, 0.46, 0.91, 0.43, 0.43, 0.41, 0.41, 0.51, 0.69, 0.56, 0.63, 0.51, 0.00, -1.38, 0.55, -0.05, 0.44, 0.32, 0.34, -0.85, -1.33, 0.51, 0.52, 0.43, 0.30, 0.35, -0.21, -1.65, 0.29, 0.35, 0.43, 0.33, 0.36, 0.30, -1.33, -0.31, 0.58, 0.35, 0.28, 0.41, -0.50, -1.21, 0.49, 0.50, 0.37, 0.27, 0.39, -0.50, -0.88, 0.59, 0.50, 0.37, 0.32, 0.05, -0.14, -0.18, -0.88, -0.29, -0.25, 0.18, 0.48, 0.42, 0.48

# 2
Here is C28H44FN5O7Y as an isolated structure from the OMol25 dataset. Energies are from ωB97M-V with the def2-TZVPD basis set.

The relative energy (zero: lowest compared OMol25 entry of this formula, charge and spin) is 0.5776 eV. The value obtained for the gap between HOMO and LUMO is 8.477 eV. Its HOMO energy is -15.6 eV.

Structure (ORCA input):
```
! wB97M-V def2-TZVPD RIJCOSX def2/J DEFGRID3
* xyz 3 1
Y -3.0513 0.5592 -0.4802
C -1.7185 1.5685 2.5134
O -2.8715 1.5288 1.6553
C -3.8959 2.4400 2.0991
C -4.8531 2.7581 0.9696
O -4.9908 1.5799 0.1425
C -5.8675 1.7717 -0.9984
C -6.0114 0.4476 -1.6822
O -4.7022 0.0142 -2.1097
C -4.7513 -1.1257 -2.9857
H -2.0299 1.4377 3.5478
H -1.2171 2.5271 2.3946
H -1.0613 0.7575 2.2249
H -3.4369 3.3705 2.4275
H -4.4111 1.9818 2.9400
H -4.4863 3.5704 0.3563
H -5.8246 3.0163 1.3810
H -5.4300 2.5125 -1.6645
H -6.8390 2.1171 -0.6578
H -6.6591 0.5598 -2.5482
H -6.4413 -0.2916 -1.0057
H -5.5583 -1.0021 -3.7005
H -4.9110 -2.0316 -2.4026
H -3.8085 -1.1691 -3.5218
F 3.5184 -2.5534 0.1444
C 3.1961 -1.2638 -0.0744
C 1.8872 -0.9179 -0.0962
C 1.4963 0.3979 -0.3969
C 0.1104 0.7720 -0.5085
O -0.8450 -0.0002 -0.1563
C -0.1514 2.0726 -1.0379
C 0.8628 2.9747 -1.1307
N 2.1528 2.6599 -0.9124
C 3.1787 3.6939 -1.0893
C 3.9999 4.0976 0.0996
C 2.9597 5.0254 -0.4438
C 2.5037 1.3418 -0.6286
C 3.8530 0.9651 -0.5764
C 4.2409 -0.3389 -0.3139
N 5.5859 -0.7166 -0.2860
C 6.5887 -0.0551 -1.1143
C 7.8516 0.2393 -0.3285
N 8.3858 -1.0617 0.2337
C 7.3308 -1.7661 1.0651
C 6.0831 -1.9893 0.2276
C -1.6017 2.2860 -1.3184
O -2.3183 3.0130 -0.6240
O -2.1191 1.3895 -2.0924
H 1.1376 -1.6778 0.0834
H 0.6845 3.9999 -1.4287
H 3.6451 3.6687 -2.0647
H 5.0429 4.3363 -0.0695
H 3.7847 3.6087 1.0420
H 3.2727 5.9007 -0.9969
H 2.0625 5.1601 0.1478
H 4.5942 1.7335 -0.7268
H 6.2307 0.8737 -1.5372
H 6.8398 -0.7042 -1.9658
H 7.6531 0.8825 0.5244
H 8.6242 0.6836 -0.9512
H 9.2260 -0.8949 0.7851
H 8.6681 -1.6688 -0.5364
H 7.1278 -1.1148 1.9110
H 7.7501 -2.7035 1.4192
H 5.3536 -2.4836 0.8570
H 6.3133 -2.6717 -0.6015
C -2.0876 -2.7903 -1.4938
N -2.7550 -3.3146 -0.3027
C -3.0240 -4.7621 -0.3440
C -3.2681 -2.4998 0.6414
O -3.5362 -1.2780 0.3633
N -3.5148 -2.9452 1.8727
C -4.3804 -2.1734 2.7733
C -2.7794 -4.0458 2.5104
H -1.0576 -3.1398 -1.5355
H -2.0594 -1.7136 -1.4918
H -2.5999 -3.1299 -2.3917
H -3.3743 -5.0111 -1.3448
H -3.8052 -5.0261 0.3588
H -2.1342 -5.3553 -0.1351
H -5.0141 -1.4992 2.2116
H -3.7783 -1.6008 3.4829
H -5.0068 -2.8662 3.3296
H -1.9058 -4.3142 1.9277
H -3.4079 -4.9234 2.6517
H -2.4444 -3.7042 3.4887
*
```

Mulliken atomic charges, in units of e: 1.21, -1.01, 0.36, -0.74, -0.81, -0.23, -0.73, -0.52, -0.34, -0.88, 0.40, 0.35, 0.13, 0.39, 0.49, 0.39, 0.52, 0.35, 0.44, 0.50, 0.33, 0.41, 0.29, 0.27, -0.38, 0.22, -0.66, 0.82, 1.11, -0.62, -0.12, -0.44, 0.15, -0.38, -0.43, -0.93, -0.13, -0.93, -0.20, 0.17, -0.63, -0.72, -0.15, -0.84, -0.67, 0.77, -0.58, -0.56, 0.61, 0.71, 0.45, 0.33, 0.24, 0.27, 0.33, 0.64, 0.35, 0.30, 0.37, 0.44, 0.35, 0.39, 0.36, 0.42, 0.47, 0.36, -0.75, 0.32, -1.25, 0.60, -0.70, 0.09, -1.02, -1.17, 0.32, 0.03, 0.40, 0.40, 0.41, 0.35, 0.26, 0.31, 0.45, 0.39, 0.33, 0.39

# 3
Here is C28H44N6O2PTeZn as an isolated structure from the OMol25 dataset. Energies are from ωB97M-V with the def2-TZVPD basis set.

The relative energy (zero: lowest compared OMol25 entry of this formula, charge and spin) is 1.1443 eV. The value obtained for the gap between HOMO and LUMO is 6.799 eV. Its HOMO energy is -14.3 eV.

Structure (ORCA input):
```
! wB97M-V def2-TZVPD RIJCOSX def2/J DEFGRID3
* xyz 3 1
Zn -0.0573 0.1691 0.1616
N 0.7205 -1.9709 0.5592
C 1.7640 -1.7585 1.5364
C 3.0391 -2.2539 1.2988
C 4.0391 -2.1076 2.2468
C 3.7706 -1.4494 3.4371
C 2.5063 -0.9310 3.6588
C 1.4792 -1.0799 2.7246
C 0.1323 -0.5298 3.0289
C -0.3941 -0.7242 4.3136
C -1.6097 -0.1680 4.6817
C -2.3179 0.5956 3.7623
C -1.8181 0.7593 2.4729
C -0.5942 0.2072 2.0765
H -0.0728 -2.4164 1.0158
H 1.0657 -2.6209 -0.1423
H 3.2362 -2.7786 0.3692
H 5.0209 -2.5195 2.0583
H 4.5398 -1.3524 4.1907
H 2.3031 -0.3930 4.5765
H 0.1358 -1.3612 5.0109
H -2.0098 -0.3416 5.6721
H -3.2795 1.0159 4.0336
H -2.4177 1.3123 1.7584
N 2.8403 3.1168 -2.2424
C 1.5665 2.3174 -2.0881
C 0.3807 3.2609 -2.2405
C -0.9453 2.4952 -2.1872
N -1.1532 1.9045 -0.8489
C -0.9703 1.4097 -3.2606
C 0.2116 0.4492 -3.1531
N 0.0798 -0.4239 -1.9606
C 1.5468 1.2044 -3.1302
H 2.8712 3.8976 -1.5819
H 2.8890 3.5118 -3.1860
H 3.6757 2.5427 -2.1046
H 1.5710 1.8943 -1.0824
H 0.4309 3.7717 -3.2066
H 0.3940 4.0199 -1.4522
H -1.7421 3.2125 -2.4036
H -2.1177 1.5840 -0.7929
H -1.0394 2.6192 -0.1209
H -0.9505 1.8853 -4.2425
H -1.9078 0.8508 -3.1991
H 0.2168 -0.1827 -4.0452
H 0.7807 -1.1635 -2.0641
H -0.8123 -0.9107 -2.0499
H 1.6992 1.6326 -4.1254
H 2.3535 0.4896 -2.9413
N 0.2546 2.9047 4.1182
C -0.7324 4.0249 4.1239
P -1.0936 4.4796 2.3359
O -0.7549 5.9181 2.1162
O -0.4552 3.3974 1.5282
C -2.9736 4.5750 2.1918
N -3.2944 6.0164 2.4394
H -0.1258 2.1296 3.5459
H 0.4717 2.5722 5.0577
H 1.1186 3.2039 3.6667
H -0.2999 4.8985 4.6095
H -1.6180 3.7134 4.6738
H -3.5333 3.9041 2.8380
H -3.2140 4.3399 1.1556
H -2.3288 6.4788 2.2616
H -3.5616 6.2106 3.4032
H -4.0117 6.3978 1.8252
C 1.7173 -5.2418 -3.9765
Te 1.9055 -3.5480 -2.6651
C 0.1004 -4.3278 -1.7495
C -0.4529 -5.3338 -2.7256
C -1.7349 -5.8458 -2.5457
C -2.2361 -6.7952 -3.4189
C -1.4560 -7.2384 -4.4784
C -0.1835 -6.7270 -4.6651
C 0.3250 -5.7718 -3.7888
H 2.4648 -5.9754 -3.6793
H 1.9132 -4.9361 -5.0012
H -0.6343 -3.5431 -1.5564
H 0.3446 -4.8141 -0.8031
H -2.3353 -5.5024 -1.7111
H -3.2295 -7.1948 -3.2676
H -1.8349 -7.9846 -5.1633
H 0.4278 -7.0769 -5.4876
*
```

natural (NBO) atomic charges, in units of e: 1.53, -0.93, 0.13, -0.24, -0.17, -0.20, -0.18, -0.13, 0.01, -0.23, -0.21, -0.24, -0.26, -0.64, 0.41, 0.40, 0.23, 0.24, 0.24, 0.21, 0.24, 0.24, 0.23, 0.19, -0.67, -0.04, -0.45, -0.04, -0.96, -0.42, -0.06, -0.95, -0.44, 0.45, 0.45, 0.45, 0.21, 0.24, 0.24, 0.22, 0.39, 0.44, 0.25, 0.23, 0.24, 0.41, 0.40, 0.24, 0.24, -0.68, -0.61, 2.14, -1.11, -1.17, -0.61, -0.71, 0.49, 0.45, 0.44, 0.27, 0.25, 0.25, 0.25, 0.49, 0.44, 0.45, -0.59, 0.29, -0.63, -0.10, -0.19, -0.19, -0.18, -0.21, 0.03, 0.25, 0.25, 0.20, 0.23, 0.21, 0.23, 0.24, 0.23

relative energy (zero: lowest compared OMol25 entry of this formula, charge and spin) of number 2 (C28H44FN5O7Y)?
0.5776 eV

Look up the relative energy (zero: lowest compared OMol25 entry of this formula, charge and spin) of the third one.
1.1443 eV